#i
Here is a 2-piece molecular cluster, C10H16 overall from the Open Molecules 2025 dataset. Energies are from ωB97M-V/def2-TZVPD.

XYZ file:
```
26
Properties=species:S:1:pos:R:3
C -1.3904 -1.6589 2.1290
C -2.0737 -1.3137 0.8052
C -0.1072 -2.5793 1.7885
H -0.9910 -0.7753 2.6899
H -2.0353 -1.9705 2.9337
H -2.8114 -0.4300 1.0228
H 0.7129 -1.9695 1.4642
H -2.6630 -2.1071 0.5370
H -1.4402 -0.8604 0.1023
H 0.0052 -3.1683 2.6441
H -0.3822 -3.2871 0.9295
C 2.6528 1.7443 -0.0478
C 0.3610 0.2645 -2.5732
C 1.4703 0.4035 -1.6599
C -0.7732 1.0383 -2.2777
C 1.3868 1.3977 -0.6874
C -0.8781 1.8012 -1.1396
C 0.3116 2.2161 -0.4285
H 0.3759 -0.4061 -3.3544
H 2.4489 -0.1380 -1.7871
H -1.6834 1.1491 -2.9498
H -1.8398 2.2057 -0.5718
H 3.4576 1.7714 -0.8812
H 2.8937 0.9550 0.7268
H 0.4977 2.8963 0.3460
H 2.4944 2.8213 0.2397
```

- HOMO-LUMO gap (alpha / beta): 3.03 / 7.04 eV
- Net charge: -1
- ⟨S²⟩: 0.762
- E_HOMO (alpha / beta): 0.68 / -3.37 eV
- Spin multiplicity: 2
- Molar mass: 136.24 g mol⁻¹

These are the Mulliken partial charges, in e, on atoms 1 to 4: -0.4249, -0.9324, -1.0259, 0.2648

=====

#ii
Here is a 2-piece molecular cluster, C10H16 overall from the Open Molecules 2025 dataset. Energies are from ωB97M-V/def2-TZVPD.

XYZ file:
```
26
Properties=species:S:1:pos:R:3
C -2.4121 2.0936 -0.9563
C -1.0439 1.6152 -0.5469
C -2.7961 1.5873 -2.3398
H -3.1880 2.0680 -0.1946
H -2.4312 3.2019 -1.0737
H -0.3942 1.5485 -1.4307
H -3.7290 2.0067 -2.7159
H -2.0678 1.8057 -3.1362
H -2.9805 0.5164 -2.3125
H -0.5137 2.3071 0.1118
H -1.0307 0.5645 -0.2631
C -0.6854 -0.3131 2.2139
C 2.4406 -1.4162 -0.5641
C 1.2729 -2.1838 -0.4523
C 2.6621 -0.3661 0.3297
C 0.2148 -1.6508 0.3353
C 1.6581 0.0166 1.2990
C 0.4444 -0.5895 1.2353
H 3.1401 -1.6025 -1.3680
H 1.1722 -3.1080 -1.0294
H 3.6537 0.0989 0.3824
H -0.7349 -2.1900 0.4435
H 2.0278 0.6355 2.1138
H -0.4676 0.5569 2.8589
H -0.7240 -1.2266 2.8467
H -1.6637 -0.2745 1.7451
```

- HOMO-LUMO gap (alpha / beta): 2.76 / 7.01 eV
- Net charge: -1
- ⟨S²⟩: 0.760
- E_HOMO (alpha / beta): 0.91 / -3.42 eV
- Spin multiplicity: 2
- Molar mass: 136.24 g mol⁻¹

These are the Mulliken partial charges, in e, on atoms 1 to 4: -0.1819, -0.8231, -1.3117, 0.3329

=====

Which structure is the least stable? The one labeled #i.